Record 1
This record from OMol25 describes C31H52Br13I2N3O4P as an isolated structure at a distorted geometry. The level of theory is ωB97M-V/def2-TZVPD.

Positions of all 106 atoms, in Å:
C  -3.83792  -0.05974  1.08318
C  -3.22485  1.26625  0.69796
C  -1.60980  1.53506  0.64814
C  -0.81183  2.27939  1.91406
P  -1.62067  2.83914  3.54638
O  -0.44073  2.62179  4.85871
Br  -3.34782  1.52525  4.20962
C  0.82070  2.51361  1.63245
C  1.83337  3.27880  2.69909
O  1.73482  4.63468  2.70448
O  2.76137  2.51231  3.54455
C  3.43309  3.35270  4.54785
C  2.44934  3.62084  5.85882
N  3.23557  4.46861  6.83303
C  1.56255  2.00491  0.22195
C  3.18280  2.27356  0.00773
C  3.31344  3.86868  -0.45861
C  2.82076  4.14219  -2.00150
C  1.20773  4.54412  -2.11377
N  0.50033  3.77752  -3.22714
C  0.58777  1.25067  -0.85762
C  1.24521  0.71570  -2.28249
O  1.62040  -0.70928  -2.27029
C  3.06139  -0.86198  -1.94594
N  -0.89294  1.05946  -0.62878
C  -1.72840  0.33279  -1.70440
I  -2.82048  1.40536  -3.27261
C  -1.73852  -1.17746  -1.54214
C  -0.90409  -1.89004  -0.30567
I  -2.86421  -2.48501  -2.89420
H  -3.47227  -1.08179  0.64834
H  -4.68440  -0.08762  1.92181
H  -3.93341  2.16037  0.36337
H  -0.28142  1.61323  4.86735
H  4.35148  2.70583  4.95158
H  3.89858  4.34424  4.13596
H  2.07354  2.60178  6.32782
H  1.52699  4.23315  5.43559
H  3.26089  5.42787  6.42414
H  4.23775  4.12211  6.76534
H  3.65944  1.65002  -0.86069
H  3.80516  2.18810  1.00107
H  2.64458  4.52875  0.24164
H  4.43668  4.23937  -0.37583
H  3.39704  5.11872  -2.37218
H  3.13153  3.29348  -2.75667
H  0.62780  4.34689  -1.11495
H  1.05036  5.69859  -2.35840
H  0.43037  4.33885  -4.10721
H  -0.46639  3.46465  -2.91193
H  0.56257  0.90754  -3.21471
H  2.25511  1.31467  -2.49774
H  3.76123  -0.27222  -2.71229
H  3.38460  -1.98712  -2.01566
H  3.26367  -0.52821  -0.81978
H  -0.96705  -3.04941  -0.44830
H  0.22532  -1.58377  -0.24742
H  -1.35897  -1.64229  0.76883
Br  6.17246  -1.78858  -3.17165
C  6.34309  -2.19377  -5.07226
C  5.40504  -1.34521  -5.89892
Br  3.57221  -2.00162  -5.78268
H  6.17343  -3.26730  -5.18650
H  7.38548  -1.96689  -5.31799
H  5.66330  -1.40850  -6.96007
H  5.38812  -0.29483  -5.59531
Br  -5.23255  -5.80866  -5.09017
C  -5.49392  -5.32333  -3.21887
C  -6.54279  -6.19548  -2.56883
Br  -8.33918  -5.65557  -3.10282
H  -5.73859  -4.25846  -3.19622
H  -4.51819  -5.47762  -2.74707
H  -6.52142  -6.07720  -1.48149
H  -6.44073  -7.25556  -2.81698
Br  2.15595  -4.99920  -0.72589
C  3.69226  -4.67652  0.43223
C  3.34180  -3.72681  1.55409
Br  3.25926  -1.88460  0.91916
H  4.50304  -4.31595  -0.20569
H  3.95910  -5.66091  0.83000
H  4.12401  -3.72952  2.31886
H  2.37911  -3.94624  2.02403
Br  -2.51828  6.44555  -3.87144
C  -4.33882  5.89458  -3.43818
C  -4.51337  5.70508  -1.94924
Br  -3.71682  4.02758  -1.35329
H  -4.54622  4.99229  -4.01883
H  -4.97505  6.70860  -3.80016
H  -5.57389  5.62325  -1.69360
H  -4.06083  6.50294  -1.35393
Br  -8.42340  -9.71248  -1.59262
C  -8.25277  -10.11767  -3.49324
C  -9.19081  -9.26911  -4.31990
Br  -11.02365  -9.92552  -4.20365
H  -8.42243  -11.19120  -3.60747
H  -7.21037  -9.89079  -3.73896
H  -8.93256  -9.33241  -5.38105
H  -9.20774  -8.21873  -4.01628
Br  5.49557  2.24690  8.48226
C  3.67504  1.69594  8.91552
C  3.50049  1.50644  10.40446
Br  4.29704  -0.17107  11.00041
H  3.46763  0.79364  8.33487
H  3.03880  2.50995  8.55354
H  2.43997  1.42461  10.66010
H  3.95303  2.30430  10.99977

## Properties
LUMO: -4.5 eV
HOMO: -11.097 eV
charge: +1

Mulliken atomic charge list, values in e, 4 entries: -0.620 -0.380 0.673 -0.035



Record 2
This record from OMol25 describes C31H52BrN4P3V as an isolated structure at a distorted geometry. The level of theory is ωB97M-V/def2-TZVPD.

Positions of all 92 atoms, in Å:
N  6.55488  -2.92668  0.57093
C  5.57990  -3.82432  0.70561
C  4.44270  -3.86154  -0.12710
C  4.27739  -2.91166  -1.14863
C  5.38585  -2.06407  -1.33796
C  6.48287  -2.08585  -0.45085
C  3.04740  -2.79084  -1.96224
V  -0.63116  0.34193  -0.66906
P  -2.64727  1.43404  -0.31841
C  2.60360  -1.65367  -2.59026
C  1.26438  -1.21193  -3.05825
C  1.14844  0.08241  -3.62094
C  -0.06395  0.72081  -3.77791
C  -1.26263  0.15430  -3.34662
C  -1.17806  -1.19500  -2.94512
C  0.03486  -1.86614  -2.82311
Br  -2.90080  0.91440  -4.23120
H  2.32936  -3.61685  -1.82976
H  3.29857  -0.80965  -2.44489
H  3.73830  -4.65966  0.03266
H  5.38678  -1.39520  -2.18545
H  5.72389  -4.52315  1.53569
H  7.26782  -1.34412  -0.59652
H  2.05497  0.52807  -4.07267
H  -0.01292  -2.93105  -2.71866
H  -0.08357  1.68746  -4.26012
H  -2.12528  -1.71694  -2.79493
P  1.08349  1.60725  0.29007
C  -3.85355  0.03305  -0.78467
C  -5.01837  0.47069  -1.67744
H  -4.24670  -0.45645  0.13294
H  -3.23845  -0.75105  -1.27341
H  -5.55982  -0.41246  -2.04376
H  -5.73898  1.09130  -1.12385
H  -4.62726  0.98427  -2.57037
C  -2.43456  2.84999  -1.53378
C  -3.59092  3.81367  -1.78762
H  -2.03536  2.49588  -2.50506
H  -1.64687  3.42780  -1.03393
H  -3.36372  4.40680  -2.68742
H  -4.50807  3.23384  -1.94923
H  -3.63574  4.52290  -0.94550
C  -3.44973  2.21459  1.14588
C  -4.93997  2.57334  0.96464
H  -2.85230  3.11617  1.37845
H  -3.27574  1.52850  1.99817
H  -5.35147  3.16365  1.80311
H  -5.04700  3.17443  0.05304
H  -5.55153  1.66856  0.89203
C  1.11091  2.27364  2.01912
C  -0.01380  3.18405  2.41573
H  2.09387  2.72008  2.16280
H  1.08429  1.40016  2.66388
H  0.06100  3.38294  3.48212
H  0.00331  4.14350  1.90602
H  -0.99839  2.74520  2.26958
C  1.01088  3.18943  -0.68531
C  1.79734  3.21225  -1.99335
H  1.28782  3.99998  0.01345
H  -0.05201  3.37341  -0.92547
H  1.72981  4.22392  -2.40642
H  2.84488  2.96191  -1.81610
H  1.37573  2.51229  -2.72662
C  2.84914  1.01675  0.11422
C  3.40853  0.20200  1.26029
H  3.46046  1.91558  -0.05938
H  2.84730  0.40365  -0.80159
H  4.48698  0.08510  1.12879
H  3.26001  0.63829  2.25052
H  3.01486  -0.81746  1.28321
C  -1.81668  -1.99769  3.56710
N  -2.03231  -2.78981  2.32030
C  -1.03543  -3.88812  2.28867
N  0.37673  -3.43187  2.28848
C  0.58981  -2.59515  3.51197
N  -0.42159  -1.52384  3.59264
C  -0.13271  -0.47917  2.65841
P  -0.37063  -1.17894  0.98738
C  -1.99857  -1.97715  1.12107
C  0.69187  -2.69084  1.05038
H  -1.97745  -2.66572  4.44333
H  -2.49631  -1.11886  3.57962
H  -1.19644  -4.50007  1.39391
H  -1.17633  -4.45198  3.22001
H  1.59190  -2.13839  3.46339
H  0.48672  -3.24978  4.39405
H  -0.81701  0.36016  2.80953
H  0.91124  -0.21212  2.82828
H  -2.20356  -2.58664  0.22438
H  -2.75158  -1.19963  1.22143
H  1.75491  -2.39539  1.06630
H  0.52679  -3.28742  0.13735

## Properties
LUMO (spin up / spin down): -6.4 / -6.5 eV
HOMO (spin up / spin down): -13.471 / -13.576 eV
multiplicity: 4
charge: +2
energy relative to the best compared isomer or geometry (same formula, charge and spin): 0.0 kcal per mole

Mulliken atomic charge list, values in e, 4 entries: -0.543 -0.442 -0.401 0.640



Record 3
This record from OMol25 describes C31H52F16GaO4 as an isolated structure at a distorted geometry. The level of theory is ωB97M-V/def2-TZVPD.

Positions of all 104 atoms, in Å:
C  -1.19890  -3.92579  -3.06986
C  -0.89392  -3.47219  -1.64978
C  -0.19183  -4.48481  -0.72287
C  0.68790  -5.54880  -1.36674
C  2.17535  -5.18447  -1.54231
C  2.50480  -3.77057  -2.08935
C  3.27251  -2.90391  -1.05744
C  2.48155  -1.74387  -0.46908
C  2.04511  -0.68913  -1.52176
C  0.82429  0.02646  -0.97104
C  0.15988  0.93416  -2.00960
C  -0.78668  0.16598  -2.93696
C  -2.27945  0.32255  -2.61826
C  -3.08586  0.11070  -3.88537
C  -4.56246  -0.15535  -3.63721
C  -4.80826  -1.44564  -2.84968
C  -5.03840  -2.67795  -3.74444
C  -6.06499  -3.60770  -3.10294
Ga  -5.41023  -4.37478  -1.28997
C  -6.83054  -4.19834  0.19935
C  -6.77482  -2.94555  1.13721
C  -5.54501  -2.11193  1.02470
O  -5.58266  -1.04612  0.52219
O  -4.39671  -2.56345  1.51868
H  -2.09258  -4.52736  -3.14217
H  -1.39778  -3.03291  -3.65723
H  -0.35753  -4.39550  -3.55780
H  -1.85258  -3.24234  -1.19511
H  -0.37020  -2.52987  -1.66712
H  0.45448  -3.91428  -0.06204
H  -0.92822  -4.93588  -0.07339
H  0.32424  -5.93116  -2.31047
H  0.67633  -6.39841  -0.69053
H  2.56924  -5.89587  -2.26175
H  2.73570  -5.37299  -0.63790
H  1.65973  -3.25229  -2.51608
H  3.20686  -3.91916  -2.90114
H  4.10839  -2.44761  -1.58279
H  3.72666  -3.51934  -0.29476
H  1.63445  -2.04498  0.13519
H  3.15853  -1.21967  0.20042
H  2.83560  0.04766  -1.57729
H  1.84931  -1.13839  -2.48573
H  0.09096  -0.70170  -0.64985
H  1.08867  0.64095  -0.11771
H  -0.40816  1.71905  -1.52457
H  0.93161  1.41064  -2.60828
H  -0.57959  -0.89734  -2.95551
H  -0.62943  0.53258  -3.94801
H  -2.47430  1.31269  -2.22615
H  -2.50519  -0.41619  -1.86270
H  -2.68009  -0.69816  -4.48345
H  -3.00861  1.01566  -4.48545
H  -5.06537  0.68434  -3.17051
H  -5.03683  -0.26379  -4.60870
H  -5.73339  -1.30934  -2.30424
H  -4.02244  -1.65120  -2.14062
H  -5.46184  -2.29741  -4.67458
H  -4.09189  -3.17525  -3.93678
H  -6.97553  -3.02550  -2.96436
H  -6.31633  -4.44953  -3.74291
H  -5.18447  -5.96874  -1.53634
H  -3.97986  -3.72966  -0.90270
H  -7.79226  -4.15065  -0.30065
H  -6.85459  -5.09326  0.80633
H  -6.86081  -3.27810  2.16884
H  -7.59212  -2.29557  0.88913
H  -3.73257  -2.01984  1.07921
C  5.78761  1.55870  2.32718
C  5.76442  3.07409  2.55433
C  4.47739  3.79095  2.16164
F  4.17912  3.61716  0.85748
F  4.62603  5.13036  2.37798
F  6.82533  3.63682  1.93342
F  5.94479  3.27248  3.89081
O  6.34872  1.11010  1.11454
C  5.54810  1.13324  -0.00323
C  6.00956  2.16524  -1.03018
F  6.10699  3.38986  -0.46945
F  5.10657  2.23626  -2.03360
F  4.26225  1.30768  0.35609
F  5.63197  -0.08600  -0.56796
H  6.44272  1.15416  3.09598
H  4.81195  1.10691  2.50827
H  3.63467  3.44361  2.76621
H  6.98258  1.88553  -1.44010
C  1.64182  5.68514  6.50045
C  1.68966  7.19228  6.77418
C  0.41691  7.97070  6.45570
F  0.07077  7.84026  5.15640
F  0.62690  9.28846  6.70268
F  2.74653  7.73073  6.12855
F  1.93021  7.34058  8.10818
O  2.13635  5.25521  5.25272
C  1.29867  5.34870  4.16831
C  1.77307  6.39611  3.16449
F  1.94099  7.59892  3.75738
F  0.84902  6.55051  2.18780
F  0.03092  5.57228  4.56545
F  1.31677  4.14302  3.55388
H  2.30913  5.22925  7.22895
H  0.65608  5.26722  6.70636
H  -0.41094  7.63313  7.08669
H  2.71950  6.09649  2.71315

## Properties
LUMO: 1.6 eV
HOMO: -4.471 eV
charge: -1

Mulliken atomic charge list, values in e, 4 entries: -1.360 2.468 -0.874 -0.915



charge of number 3 (C31H52F16GaO4)?
-1